15 unconnected molecules or ions with the total composition C52H105N15O8 at a distorted geometry. Source: the Open Molecules 2025 dataset; level of theory: ωB97M-V with the def2-TZVPD basis set.

Structure (XYZ):
```
180
Properties=species:S:1:pos:R:3:forces:R:3:lowdin_charge:R:1
H -2.767 -18.077 17.441 -0.1280 0.0547 -0.0994 0.0699
O -0.889 -20.220 18.978 2.7199 0.3449 -0.6519 0.0318
O -0.988 -12.454 16.446 0.1592 -0.0657 0.1994 -0.0198
N 4.927 -23.238 22.382 0.3706 0.1863 -4.4445 0.1531
N -4.428 -15.615 23.098 -1.2872 1.5134 -0.3292 0.1547
C 7.283 -19.378 20.321 -1.0777 -0.3468 -0.0523 -0.0881
N 5.706 -15.406 13.577 0.5986 0.4138 0.0042 -0.1930
H 2.122 -18.426 20.286 0.0773 0.0535 -0.1922 0.0758
H 7.243 -18.401 20.813 0.1719 -0.2605 -0.0444 0.0679
H -1.728 -20.106 22.506 0.1513 -0.2697 0.1058 0.0652
C -3.648 -16.434 23.181 1.6322 -1.9094 0.4213 -0.2254
H 2.308 -11.480 18.191 -0.2679 -0.1091 -0.1367 0.0710
O 0.803 -19.378 10.923 0.4474 -1.2240 -0.9966 0.0288
H -3.093 -16.326 17.309 0.0207 0.0757 -0.2594 0.0806
C 2.264 -20.739 15.059 -1.0163 0.0153 -0.5196 -0.0273
H 0.548 -13.339 14.880 -0.0991 -0.0136 -0.1358 0.0733
H 6.978 -18.598 13.749 -0.6541 0.6228 -0.5275 0.1005
H -3.106 -18.450 23.111 -0.2363 -0.2034 -0.0926 0.0776
C 0.435 -18.639 11.787 -0.7576 1.2506 0.9554 -0.3652
H -0.105 -20.950 16.479 -0.2928 0.0384 -0.1206 0.0642
H 3.444 -17.270 16.995 -0.1071 0.0607 0.2709 0.0821
H 4.346 -14.204 14.649 0.1242 0.0099 -0.1953 0.0858
C -0.620 -16.067 22.863 -0.2355 1.5579 -0.3607 -0.1065
C 7.560 -14.224 19.760 -0.1469 -0.7798 -0.0416 -0.0980
C 6.388 -20.384 14.442 -0.2347 -2.1388 0.5316 -0.2145
C 4.757 -18.844 13.215 0.8465 0.6246 -0.1689 -0.0717
C 6.213 -15.422 12.299 0.9842 -0.0783 2.8326 -0.3607
H -2.719 -13.845 21.767 0.2529 0.1363 0.1020 0.0853
C 4.376 -14.946 13.844 -0.5555 -0.7323 0.0975 -0.0616
H 2.012 -15.202 19.633 0.1558 0.3114 -0.0008 0.1132
H 2.811 -12.220 23.260 0.0974 -0.0763 0.2570 0.0743
C 3.658 -21.100 19.580 -0.4988 0.0411 1.3269 -0.1151
H 2.109 -13.984 15.450 -0.2016 0.6745 -0.1725 0.0770
H 3.798 -15.824 14.171 -0.2646 0.2459 0.1140 0.0786
C 5.930 -20.012 15.761 -1.0727 1.1909 3.4504 -0.1940
H 4.183 -10.370 21.785 -0.2121 -0.3815 -0.0157 0.1227
C -0.476 -15.737 16.490 0.0118 0.0794 -0.5002 -0.0388
H -0.488 -20.404 21.304 0.0805 -0.2030 -0.0239 0.0681
N 0.075 -13.255 20.424 -0.9426 0.2030 0.6010 0.1749
C 3.727 -12.673 22.871 -0.3232 0.3996 -0.7760 -0.0960
C 3.900 -18.554 23.751 -0.3956 0.2365 0.5838 -0.2524
C 4.790 -19.411 22.911 -0.0992 -0.7254 -0.3206 -0.1415
H 1.248 -21.026 17.565 -0.2055 -0.2486 -0.1126 0.0708
C 2.063 -20.178 23.231 0.0578 0.5215 0.7527 -0.2535
H 9.352 -18.212 21.159 -0.0369 -0.3733 -0.3020 0.1376
H 8.415 -21.985 19.981 -0.1643 0.3360 0.4043 0.0828
H 2.799 -16.651 11.961 0.4980 0.4115 -0.5356 0.0640
C -1.006 -13.112 20.817 1.0376 -0.5053 -1.1377 -0.2152
H 4.059 -18.743 24.820 0.0893 0.0780 -0.1472 0.1148
C 1.529 -17.672 19.754 -0.1924 0.0152 -0.4348 -0.0365
H -0.276 -16.059 23.902 -0.0048 -0.3324 -0.1361 0.0885
H -2.431 -12.103 21.837 -0.4383 -0.0598 -0.0655 0.1256
H 1.233 -16.912 20.467 -0.2890 0.0415 0.2426 0.0576
H -1.657 -17.209 21.395 -0.4090 -0.0479 -0.1424 0.1087
H 0.639 -18.170 19.318 0.3634 0.1927 0.2596 0.0851
H -3.244 -11.974 19.427 -0.0294 0.1520 0.2973 0.1122
C -2.341 -17.080 17.524 0.8221 -0.0009 0.4575 -0.0454
H -2.419 -17.556 24.435 0.3223 0.1194 -0.4325 0.1342
O 5.603 -15.110 11.335 -1.0173 0.3774 -2.0291 0.0498
H -4.407 -12.915 20.364 0.1064 -0.0595 0.1039 0.1136
C 2.495 -11.862 17.187 0.0380 0.5383 -0.8225 -0.0581
H 5.838 -19.180 23.077 0.1138 0.0796 -0.0409 0.0747
H -2.877 -20.368 18.675 0.1797 0.1532 -0.1208 0.1326
H 2.830 -11.048 16.540 0.5934 0.2077 0.4123 0.0924
H 0.099 -15.570 12.520 0.0894 -0.1455 0.0870 0.0956
H 3.275 -12.622 17.234 -0.2060 -0.1233 0.0606 0.0705
H -1.259 -15.186 22.750 0.1997 0.1836 0.1320 0.0484
N 5.060 -16.755 20.806 0.0870 0.1998 -0.2162 0.2011
H 0.228 -15.901 22.186 -0.0856 -0.0985 0.2877 0.0601
C 8.856 -21.131 19.466 0.3630 0.9710 -0.4435 -0.0220
C 6.240 -19.339 13.409 -0.9436 1.3191 -0.4925 -0.2316
C 3.822 -22.547 19.190 0.9064 0.3457 -1.2594 -0.2378
H 7.422 -20.699 14.570 0.1704 -0.0642 -0.1483 0.1278
H 1.750 -16.014 10.657 -0.1160 0.0215 -0.0746 0.0954
H 3.725 -13.729 23.093 0.0849 -0.2768 0.3449 0.0601
H 6.946 -14.233 20.666 0.0594 0.1140 -0.0719 0.0606
H -2.030 -16.957 18.575 -0.1248 0.0751 -0.2070 0.0802
C -2.636 -17.506 23.356 -0.4312 0.4735 -0.2547 -0.1597
C 5.578 -16.452 19.823 -0.6714 -0.0687 0.1515 -0.2276
H -4.144 -19.739 21.559 0.0272 0.0026 -0.0388 0.0687
H 3.909 -22.538 18.099 0.1043 -0.3949 -0.0357 0.1028
H 0.297 -22.495 17.257 0.1625 -0.0169 -0.2560 0.0921
H -3.917 -14.050 18.262 0.0032 -0.0170 -0.2703 0.0768
H 2.964 -21.091 14.291 -0.2249 -0.0139 0.4511 0.0753
N -2.435 -20.578 20.628 -0.0774 -0.5340 0.1210 -0.1673
O 3.167 -15.104 17.932 0.9564 1.4412 -0.6969 -0.0013
H -4.173 -21.502 21.510 0.2624 0.1420 -0.3147 0.0947
C -3.380 -12.896 19.999 0.7651 0.2204 -1.3172 -0.2290
H -2.157 -14.060 18.528 -0.0052 0.3107 0.0563 0.0483
H -1.325 -21.774 22.065 -0.1908 -0.2699 -0.2373 0.0932
H -0.695 -18.072 22.573 -0.4413 -0.6388 -0.1295 0.0849
H 6.010 -22.556 19.602 -0.3609 -0.0404 -0.4966 0.1063
H 4.663 -12.871 20.940 0.0262 -0.5703 0.0829 0.0856
N 1.791 -21.259 22.988 -0.3369 -0.9619 -0.2650 0.1756
H 0.469 -15.962 15.985 -0.1428 0.2087 0.1154 0.0731
H 5.280 -24.156 19.335 0.0411 0.1446 0.3438 0.1285
H -0.268 -15.226 17.438 -0.1052 -0.2421 -0.0395 0.0855
H 4.501 -20.474 19.283 -0.0683 -0.1244 -0.1685 0.0473
H 7.953 -13.221 19.584 -0.0856 -0.1043 0.0953 0.0754
N 8.621 -19.805 20.066 0.3771 -0.9582 0.2802 -0.1841
C 0.387 -16.510 13.011 0.0520 -0.1772 -0.2485 -0.0662
C 1.789 -23.103 15.237 0.0270 -0.3849 1.1784 -0.3780
H 8.488 -21.123 18.437 -0.0662 -0.0476 -0.0072 0.0825
H 2.922 -13.054 20.867 -0.1685 0.3198 -0.0642 0.0808
H 2.721 -20.051 15.769 0.1907 -0.2878 0.1891 0.0678
C -0.747 -18.141 16.056 -0.3082 -0.1531 1.0836 -0.3359
H 7.288 -15.683 12.330 -0.0549 -0.2114 -0.3028 0.1349
N 5.348 -10.623 18.937 0.4529 0.0547 -0.5332 0.1522
H 6.746 -20.113 20.953 0.1719 0.3501 -0.2072 0.0858
H 2.763 -10.659 20.788 -0.2351 0.4377 -0.2462 0.1080
C -1.421 -17.267 22.451 1.1163 -0.5219 1.0445 -0.2622
C 6.455 -15.841 14.733 0.5353 -0.9782 -0.6216 -0.0653
C -3.879 -20.604 20.945 0.6484 -0.0258 -0.0546 -0.0357
C 5.109 -23.166 19.778 0.0253 0.2472 -1.2173 -0.1889
H 6.742 -19.300 19.368 -0.0755 0.0144 0.1382 0.0633
H 2.087 -18.377 17.197 0.2761 0.0864 0.1529 0.0778
H -0.492 -16.965 13.461 -0.0479 -0.0089 -0.1451 0.0676
H 7.097 -16.855 18.579 0.0454 0.2400 -0.2544 0.1224
H 5.990 -16.752 15.147 0.1114 0.2171 0.0592 0.0724
C 2.529 -15.668 18.780 -0.8341 -1.5559 0.1071 -0.3557
H 5.809 -21.295 14.237 0.1144 0.0134 -0.3139 0.1358
N 5.573 -19.739 16.846 0.9361 -0.6289 -2.7467 0.1830
C -1.441 -20.767 21.679 -0.3831 1.1509 0.2818 -0.0428
N 0.981 -17.426 12.044 -1.0641 0.3802 0.2397 -0.1846
H 4.067 -19.647 12.937 0.3243 -0.1045 0.1472 0.0732
H 3.551 -18.584 18.181 0.0993 0.0111 0.1557 0.0537
H 3.556 -21.054 20.673 0.1076 0.1920 -0.0664 0.0491
C 4.648 -10.767 19.829 -0.8109 -0.0059 0.3527 -0.2443
N 1.306 -12.348 16.508 -0.4755 -0.5200 0.5896 -0.1826
H 2.725 -20.694 19.200 0.0000 0.1152 -0.2692 0.0496
H 7.473 -16.119 14.401 -0.3751 0.1656 0.2657 0.0927
H 1.776 -18.324 24.254 0.1482 -0.4547 -0.1484 0.1186
H 9.938 -21.238 19.442 -0.0117 -0.1992 -0.0351 0.0804
H 3.930 -14.580 12.927 -0.0145 0.2259 -0.0444 0.0858
N 2.293 -16.998 18.719 -0.3994 0.0528 1.2885 -0.1709
H 4.633 -20.476 23.122 0.1109 0.1174 -0.0923 0.0633
H 2.049 -18.333 22.520 0.5663 0.2745 0.4599 0.0962
C 3.725 -12.495 21.343 1.2945 0.2530 0.5874 -0.2484
H 2.405 -17.694 10.584 0.0030 0.0480 -0.2129 0.0884
H 6.578 -19.670 12.431 0.1716 -0.3480 0.0651 0.1145
O 10.858 -19.399 20.455 -1.8571 0.2347 0.2238 -0.0200
H 5.922 -14.011 18.385 0.0897 -0.2904 -0.1013 0.1040
C 1.521 -13.055 15.263 0.1143 -0.4018 0.1103 -0.0503
H 8.399 -14.915 19.930 -0.0568 0.2655 0.0505 0.0768
C -1.997 -20.369 19.358 -3.6180 -0.4268 0.6983 -0.3743
C 5.016 -23.213 21.197 -0.4482 -0.6650 5.9465 -0.2429
C 0.707 -21.596 16.792 0.3564 0.7186 0.5290 -0.0636
H -1.088 -15.068 15.864 0.3031 -0.0445 0.2438 0.0975
H 7.460 -14.536 17.706 -0.2791 -0.3761 -0.4013 0.1002
C 9.655 -19.122 20.587 2.1951 0.2138 0.0059 -0.3294
O 0.245 -18.281 15.379 0.3595 0.0796 -0.3684 -0.0109
C 6.265 -16.132 18.575 0.7063 -0.5377 0.2131 -0.1785
H 6.529 -15.101 15.526 -0.1103 0.2901 -0.0802 0.0743
H -4.461 -20.544 20.017 0.2014 -0.1061 0.2234 0.0851
H 4.534 -19.227 21.867 0.2854 -0.0755 -0.1417 0.0447
N 1.599 -21.869 15.697 0.4648 0.4042 0.2462 -0.1775
C 3.770 -10.998 20.980 0.0372 -0.0112 -0.0035 -0.1840
H 2.017 -12.403 14.523 -0.0098 -0.3037 0.2889 0.1021
O 2.536 -23.404 14.340 0.3516 -0.5260 -0.7957 0.0117
H 4.327 -18.312 14.079 0.2935 -0.2953 -0.0705 0.0620
C 2.887 -17.842 17.743 -0.1131 -0.6010 -1.3344 -0.0634
H 5.646 -16.374 17.713 -0.2336 0.0031 0.1339 0.0914
H 1.066 -16.305 13.844 0.1246 0.0787 -0.1933 0.0647
C 0.056 -12.106 16.975 0.4267 0.1929 -0.3260 -0.3452
C 2.036 -16.900 11.221 0.6088 -0.3375 1.0156 -0.0396
C -3.133 -14.051 19.011 -0.6953 -0.3574 1.0548 -0.1102
H -1.391 -19.004 16.343 0.1089 0.2589 -0.2969 0.1284
H 4.598 -12.171 23.316 -0.2679 -0.2720 -0.0618 0.0809
H -0.431 -18.841 12.454 0.2373 -0.1480 -0.0575 0.1348
C 6.765 -14.703 18.528 0.2684 1.4041 0.4497 -0.2538
C 2.402 -18.786 23.474 -0.3426 0.8084 -0.7687 -0.1791
H 4.734 -18.136 12.373 0.0313 -0.1307 0.2471 0.0627
H 0.088 -11.483 17.887 -0.1008 -0.1953 0.0657 0.1259
H -3.245 -14.974 19.599 0.0906 -0.0886 -0.3096 0.0681
H 1.444 -20.192 14.589 0.3654 0.3906 -0.3050 0.0766
H 1.250 -23.823 15.893 -0.0044 -0.2010 -0.5309 0.1344
C -2.413 -12.974 21.173 -0.1365 0.1156 0.8567 -0.1901
H 2.969 -23.172 19.422 -0.2079 0.0002 0.3110 0.1145
H 4.158 -17.516 23.544 -0.2736 0.1729 0.1425 0.0946
N -1.161 -17.001 16.662 -0.7676 -0.5224 0.2148 -0.1574
```
Forces are in eV/Å.

* M: 1068.509 g mol⁻¹
* total energy: -3467.584679 Eh
* ΔE to the lowest compared entry with this formula, charge and spin: 0.000 eV
* total charge: 0
* frontier orbital gap: 9.027 eV